Density functional theory data (ωB97M-V with the def2-TZVPD basis set) for a cluster of 10 separate species, C6H29NO10 in total in a non-equilibrium geometry.

Summary:
Max |F|   10.11 eV Å⁻¹
SMILES   C=CC[C@@H](C)NC=O.O.O.O.O.O.O.O.O.O
Spin multiplicity   1
Gap between HOMO and LUMO   9.628 eV
Energy   -1053.0488 Ha
E_LUMO   0.19 eV

Last column: natural (NBO) charge in e.
Atoms and positions in Å:
C (1.76, -3.63, 2.40)  -0.411
C (1.58, -2.41, 1.93)  -0.161
C (0.84, -1.95, 0.74)  -0.481
C (1.71, -2.07, -0.42)  -0.052
C (0.84, -1.70, -1.63)  -0.608
N (2.80, -1.11, -0.40)  -0.627
C (4.12, -1.41, -0.43)  0.541
O (4.92, -0.58, -0.16)  -0.611
H (1.37, -4.58, 2.17)  0.197
H (2.37, -3.77, 3.38)  0.197
H (2.07, -1.56, 2.41)  0.197
H (0.33, -0.99, 0.81)  0.250
H (-0.07, -2.69, 0.73)  0.215
H (2.18, -3.15, -0.49)  0.211
H (0.56, -0.62, -1.67)  0.210
H (1.33, -1.83, -2.58)  0.205
H (-0.09, -2.42, -1.72)  0.219
H (2.61, -0.24, -0.06)  0.390
H (4.36, -2.49, -0.67)  0.112
O (-4.48, -1.74, 1.03)  -0.955
H (-3.53, -1.91, 1.43)  0.516
H (-4.88, -1.03, 1.38)  0.481
O (-3.15, 2.32, 0.10)  -0.940
H (-2.39, 2.64, 0.41)  0.463
H (-2.80, 1.90, -0.75)  0.480
O (-4.51, -1.60, -1.57)  -0.994
H (-4.63, -1.54, -0.59)  0.489
H (-4.44, -2.58, -1.73)  0.466
O (2.31, 2.00, -1.88)  -0.972
H (1.55, 1.65, -2.30)  0.482
H (3.11, 1.64, -2.22)  0.494
O (-0.21, 2.36, 0.94)  -1.010
H (0.55, 1.99, 0.48)  0.479
H (-0.21, 3.32, 0.80)  0.508
O (-2.26, -0.36, -2.16)  -0.993
H (-2.61, -0.45, -3.06)  0.496
H (-2.78, -0.37, -1.40)  0.498
O (1.81, 4.53, -0.32)  -0.982
H (2.77, 4.70, -0.34)  0.491
H (1.54, 3.85, -0.89)  0.494
O (-1.50, 0.28, 1.89)  -0.986
H (-2.18, 0.88, 1.53)  0.476
H (-0.84, 1.00, 2.12)  0.497
O (-0.60, 4.98, 1.01)  -0.975
H (0.17, 5.50, 0.68)  0.532
H (-1.40, 5.24, 1.07)  0.474